Record 1
32
Properties=species:S:1:pos:R:3:forces:R:3 method="wB97M-V/def2-TZVPD" spin_multiplicity=3 total_charge=+2 homo_energy_ev="-15.1 / -16.0" gap_ev="9.42 / 6.49"
C -1.264 -0.170 -2.573 0.12 0.22 -0.01
C -1.405 -1.362 -0.478 0.12 0.11 0.19
C -0.247 0.643 -2.062 -0.51 -0.35 -0.56
C -0.388 -0.567 0.056 -0.52 -0.58 -0.09
C -1.845 -1.158 -1.782 -0.06 -0.19 -0.10
C 0.103 0.374 -0.785 0.72 0.44 0.42
C 3.405 0.854 1.802 0.08 -0.02 -0.36
C 1.326 1.621 3.052 -0.32 0.18 -0.05
C -2.984 -1.985 -2.332 -0.06 0.86 0.43
C 2.490 2.012 2.160 -0.13 -0.06 0.01
N 0.570 7.181 -0.538 0.10 -1.16 0.44
N 0.662 6.165 -0.137 -0.13 1.47 -0.57
N -2.501 -3.287 -2.903 -0.04 -0.37 -0.19
O 0.864 3.816 1.145 0.77 -0.69 0.09
S 1.894 2.739 0.590 -0.20 0.87 0.90
H -1.604 0.007 -3.583 -0.13 -0.03 -0.15
H -1.855 -2.112 0.156 -0.15 -0.13 0.04
H 0.196 1.417 -2.666 0.10 0.11 -0.08
H -0.056 -0.719 1.068 0.09 -0.01 0.15
H 4.286 1.196 1.261 0.08 -0.07 -0.02
H 3.740 0.362 2.717 -0.06 0.10 -0.03
H 2.883 0.114 1.191 0.03 -0.05 0.06
H 0.793 0.767 2.644 -0.04 -0.10 -0.02
H 0.628 2.447 3.175 -0.05 -0.02 0.10
H 1.704 1.354 4.035 0.11 -0.02 0.02
H -3.705 -2.205 -1.542 0.05 -0.17 -0.20
H -3.494 -1.435 -3.124 0.03 -0.24 -0.02
H 3.057 2.820 2.632 -0.03 0.16 -0.16
H 0.784 4.664 0.623 -0.03 -0.31 -0.26
H -3.271 -3.781 -3.373 0.23 0.00 0.07
H -2.133 -3.900 -2.164 -0.02 0.14 -0.23
H -1.752 -3.124 -3.589 -0.15 -0.11 0.15

=====

Record 2
94
Properties=species:S:1:pos:R:3:forces:R:3 method="wB97M-V/def2-TZVPD" total_charge=+3 homo_energy_ev="-16.3 / -16.3" gap_ev="6.41 / 6.36" de_lowest_kcal_mol=0.0
C -1.732 -1.413 -2.633 -0.40 -0.07 0.04
C 0.536 -1.848 -2.158 -1.07 -1.40 -1.48
C -1.589 -1.935 -3.914 -0.04 0.20 0.11
C 0.642 -2.615 -3.345 0.26 0.51 0.61
C -0.402 -2.584 -4.258 -0.37 -0.35 0.07
H -2.428 -1.843 -4.605 0.35 -0.09 0.10
H 1.566 -3.171 -3.529 -0.25 0.48 -0.16
H -0.304 -3.061 -5.235 -0.01 0.08 0.32
N -0.722 -1.468 -1.740 1.40 1.00 -0.42
P -3.073 -0.180 -0.450 -0.09 -0.18 -0.16
P 2.903 -0.360 -0.999 -1.11 -0.68 -1.03
C -3.035 -0.741 -2.213 0.33 -0.38 -0.40
H -3.205 0.123 -2.876 0.15 -0.26 0.27
H -3.863 -1.431 -2.429 0.21 0.27 0.18
C 1.442 1.917 2.493 0.29 3.22 -0.40
O 1.624 3.030 2.293 -0.46 -2.89 0.53
C 1.679 -1.571 -1.296 -0.06 -2.43 1.80
H 2.127 -2.514 -0.936 -0.32 -0.01 -0.29
C 4.281 0.068 -2.169 0.73 0.29 -0.37
C 3.445 -0.893 0.703 -0.25 0.29 0.46
C -3.647 1.598 -0.569 -0.12 -0.06 0.22
C -4.275 -1.414 0.339 0.03 0.52 0.12
C 4.371 1.609 -2.286 -0.25 0.12 0.04
H 4.502 2.086 -1.304 0.07 -0.05 -0.21
H 5.234 1.873 -2.916 -0.22 -0.18 0.26
H 3.480 2.035 -2.756 0.29 -0.07 0.07
C 5.670 -0.430 -1.704 0.01 -0.24 0.12
H 5.966 -0.027 -0.727 -0.02 -0.06 -0.37
H 5.729 -1.524 -1.654 0.02 0.26 -0.18
H 6.411 -0.084 -2.443 -0.32 -0.13 0.26
C 3.979 -0.554 -3.548 -0.20 -0.09 -0.09
H 4.831 -0.358 -4.220 -0.26 -0.10 0.31
H 3.824 -1.641 -3.477 0.17 0.26 -0.06
H 3.090 -0.110 -4.011 0.31 -0.10 0.12
C 4.174 0.270 1.383 0.13 0.13 0.32
H 3.476 1.086 1.607 0.25 -0.17 -0.12
H 4.575 -0.095 2.339 0.05 0.19 -0.23
H 4.995 0.687 0.790 -0.19 -0.20 0.22
C 2.232 -1.256 1.599 0.11 -0.06 0.24
H 1.679 -0.338 1.904 0.26 -0.53 -0.17
H 1.606 -2.059 1.142 0.51 0.31 0.25
H 2.610 -1.701 2.529 0.02 0.21 -0.17
C 4.319 -2.164 0.600 0.23 -0.08 -0.17
H 5.347 -1.958 0.285 -0.37 0.02 0.20
H 4.360 -2.629 1.596 0.02 0.15 -0.28
H 3.906 -2.910 -0.092 0.08 0.09 0.18
C -4.753 -0.880 1.706 -0.13 -0.18 0.02
H -5.290 -1.693 2.222 0.15 0.26 -0.13
H -3.921 -0.570 2.354 -0.15 0.00 -0.17
H -5.460 -0.043 1.602 0.27 -0.29 0.01
C -3.486 -2.725 0.547 -0.13 0.07 -0.18
H -3.066 -3.117 -0.390 -0.09 0.06 0.13
H -2.675 -2.626 1.291 -0.16 0.05 -0.02
H -4.183 -3.484 0.934 0.28 0.12 -0.06
C -5.495 -1.687 -0.552 -0.18 -0.19 0.08
H -6.235 -2.242 0.046 0.16 0.12 -0.21
H -5.976 -0.768 -0.908 0.13 -0.36 0.11
H -5.245 -2.315 -1.416 -0.14 0.11 0.22
C -2.628 2.358 -1.449 -0.03 -0.08 0.04
H -2.662 2.038 -2.500 0.02 0.15 0.25
H -2.882 3.430 -1.418 0.07 -0.34 -0.04
H -1.595 2.243 -1.087 -0.27 0.05 -0.07
C -3.686 2.257 0.825 -0.08 -0.03 -0.01
H -2.702 2.265 1.313 -0.11 0.00 -0.12
H -4.005 3.302 0.692 0.13 -0.28 0.10
H -4.407 1.778 1.501 0.22 0.16 -0.22
C -5.047 1.649 -1.192 -0.14 0.32 -0.01
H -5.088 1.172 -2.180 -0.05 0.11 0.23
H -5.806 1.199 -0.537 0.24 0.19 -0.21
H -5.317 2.708 -1.322 0.00 -0.28 -0.04
Ce -0.400 -0.767 0.611 0.95 1.44 -2.20
N 0.654 0.935 -0.177 -0.34 -1.95 0.01
C 1.410 0.678 -1.201 -0.12 3.90 1.30
C 1.163 1.461 -2.483 -0.66 -0.71 -0.48
C 1.087 2.864 -2.442 0.17 -0.09 0.19
C 0.902 0.800 -3.694 0.03 0.02 0.10
C 0.846 3.582 -3.616 0.05 -0.27 -0.10
H 1.296 3.379 -1.498 -0.16 -0.09 -0.38
C 0.573 1.516 -4.845 0.20 -0.04 -0.01
H 0.975 -0.287 -3.754 -0.14 0.53 -0.02
C 0.593 2.909 -4.822 -0.10 0.09 0.24
H 0.872 4.672 -3.600 -0.05 -0.30 0.05
H 0.343 0.977 -5.772 0.15 0.27 0.39
H 0.405 3.468 -5.742 0.04 -0.13 0.38
C -0.061 -2.057 4.650 -0.17 -0.13 0.07
S -1.326 -0.820 4.271 1.09 0.32 -0.64
C -0.490 0.628 4.957 -0.06 -0.05 0.44
O -1.126 -0.619 2.713 0.11 -0.29 0.47
H -0.154 -2.304 5.714 0.03 0.03 -0.17
H 0.947 -1.679 4.431 -0.40 0.07 0.04
H -0.273 -2.953 4.053 -0.10 0.19 0.21
H 0.598 0.489 4.964 -0.34 0.00 -0.15
H -0.772 1.517 4.384 -0.12 -0.28 0.08
H -0.850 0.730 5.989 0.05 0.02 -0.18

=====

Record 3
11
Properties=species:S:1:pos:R:3:forces:R:3 method="wB97M-V/def2-TZVPD" total_charge=0 homo_energy_ev=-10.1 gap_ev=9.89 de_lowest_kcal_mol=80.9
C -2.019 -0.047 0.148 -0.55 1.06 0.64
C 0.418 0.007 -0.069 -1.51 -2.29 -1.94
C 1.829 0.794 -0.079 -2.25 -0.94 0.70
H -2.675 0.828 0.959 1.96 -3.28 -2.79
H -2.573 -0.221 -0.936 1.45 0.54 3.10
H -1.685 -1.102 0.664 -1.16 2.90 -1.29
H 2.102 -1.381 -0.369 1.42 1.30 1.00
O -0.739 0.768 -0.111 1.13 -2.71 0.91
O 0.442 -1.250 -0.218 -0.98 3.68 0.73
O 1.821 1.976 -0.091 0.53 1.01 -0.11
S 3.079 -0.372 0.102 -0.03 -1.26 -0.94

=====

no.,largest force on an atom (eV Å⁻¹)
1,1.58
2,4.11
3,4.73